Density functional theory data (ωB97M-V with the def2-TZVPD basis set) for a molecular structure, AgH12O6 in a non-equilibrium geometry.

The geometry in ORCA input format:
```
! wB97M-V def2-TZVPD RIJCOSX def2/J DEFGRID3
* xyz 2 2
H -21.18 -8.91 -23.22
H -23.40 -11.16 -23.03
O -24.26 -7.95 -22.02
H -24.08 -9.01 -19.30
H -22.28 -7.30 -20.03
H -24.42 -11.38 -21.96
O -21.58 -10.52 -21.16
H -21.44 -10.45 -20.18
O -22.14 -8.90 -23.22
H -25.10 -7.99 -21.54
O -21.82 -7.87 -20.66
H -22.35 -8.07 -23.72
H -21.00 -8.05 -20.24
O -24.05 -10.69 -22.49
Ag -22.98 -9.37 -21.74
H -24.08 -10.47 -19.76
O -23.81 -9.60 -20.04
H -24.31 -7.13 -22.53
H -20.98 -11.15 -21.55
*
```

The lowest unoccupied orbital energy (alpha / beta) comes out at -7.46 / -8.48 eV. The HOMO-LUMO gap (alpha / beta) is 9.6631 / 8.2519 eV. Its total energy is -16454.9041 eV.

***

Density functional theory data (ωB97M-V with the def2-TZVPD basis set) for 7 unconnected molecules or ions with the total composition C13H40BF4N8O6 in a non-equilibrium geometry.

The geometry in ORCA input format:
```
! wB97M-V def2-TZVPD RIJCOSX def2/J DEFGRID3
* xyz -1 1
H 0.22 -6.92 -3.19
N -0.46 7.47 0.48
C 0.29 6.39 2.57
H 4.71 -3.28 -2.15
C -2.88 -4.11 0.35
H -1.19 4.87 0.82
O -3.75 3.89 1.95
H 1.70 -6.79 -4.14
O -1.66 -2.12 4.77
N -3.77 2.05 0.60
H 1.78 -2.72 -2.78
C -1.37 -1.65 3.67
H -1.35 7.44 0.98
H -4.63 2.30 0.16
H -1.74 -2.76 -0.49
C 2.60 -3.31 -2.36
H 2.48 1.57 0.82
H 1.41 6.52 0.74
H -2.20 -5.07 2.16
H -0.48 3.91 -2.49
H -1.59 1.63 1.60
O -2.31 -3.47 -0.80
N -2.28 -1.11 2.82
O 4.24 1.15 -1.04
H -1.07 -3.86 1.53
H 1.86 -2.44 -0.73
H -1.26 -5.44 0.70
O 1.29 -5.25 -2.78
N 2.34 -3.31 -0.89
H 0.22 -1.32 2.31
H 0.65 -1.84 3.87
H -1.99 -0.84 1.89
H 0.93 5.60 2.97
C -0.85 4.10 -1.48
C -1.77 -4.65 1.25
H -3.48 -4.91 -0.07
F -0.32 0.48 0.76
C 2.60 -4.72 -2.89
C 3.94 -2.63 -2.58
H -3.28 1.23 0.27
H 1.19 1.00 -0.17
C 0.38 6.38 1.05
N -2.07 2.36 2.10
H -1.02 3.20 -0.88
H -3.18 -0.89 3.20
H 1.36 0.72 -2.32
H -3.50 -3.36 0.87
H 2.91 0.58 -3.07
C -0.14 5.04 0.57
H 1.64 -4.02 -0.68
B -0.79 -0.32 -0.33
F -0.68 0.39 -1.52
C 3.03 1.11 -1.12
H 3.27 -5.28 -2.22
H 0.65 7.33 3.00
H 0.47 4.26 1.04
C 1.26 -6.60 -3.15
H -0.74 6.30 2.92
H -0.10 8.33 0.90
H -1.75 2.82 2.93
F -0.03 -1.49 -0.37
H -1.81 4.62 -1.56
F -2.15 -0.59 -0.02
H 4.18 -2.45 -3.63
O 0.08 4.94 -0.83
N 2.16 1.24 -0.07
H 1.79 -7.22 -2.41
H 2.96 -4.81 -3.92
N 2.36 0.84 -2.28
H 3.99 -1.70 -2.02
N -0.09 -1.65 3.21
C -3.24 2.83 1.58
*
```

The lowest unoccupied orbital energy comes out at 2.70 eV. The HOMO-LUMO gap is 9.6179 eV. Its total energy is -49894.0452 eV.

***

Density functional theory data (ωB97M-V with the def2-TZVPD basis set) for 2 unconnected molecules or ions with the total composition C2H14OSi4 in a non-equilibrium geometry.

The geometry in ORCA input format:
```
! wB97M-V def2-TZVPD RIJCOSX def2/J DEFGRID3
* xyz 0 1
H 2.67 -1.58 -0.52
Si 1.37 -2.02 0.16
H -1.33 2.52 -0.10
H -2.04 -3.16 -1.94
H -0.73 1.85 4.03
H -0.85 -0.44 -1.35
Si 1.58 3.34 -0.24
H 1.37 4.56 -1.02
H 2.50 2.41 -0.88
Si -0.12 1.07 2.84
H -2.94 -1.62 -2.02
H 2.71 3.61 0.60
Si 0.00 1.81 0.59
H 1.45 -3.43 0.74
O 0.07 -2.03 -0.70
H -2.62 -2.29 -0.53
H -0.49 -1.51 -2.59
C -0.92 -1.46 -1.53
H -0.79 -0.30 2.67
H 1.31 0.79 3.28
C -2.20 -2.14 -1.52
*
```

The lowest unoccupied orbital energy (alpha / beta) comes out at -1.62 / -0.52 eV. The HOMO-LUMO gap (alpha / beta) is 5.5675 / 7.4571 eV. Its total energy is -35853.4142 eV.

***

Density functional theory data (ωB97M-V with the def2-TZVPD basis set) for a single C7H12Cl2O3 molecule in a non-equilibrium geometry.

The geometry in ORCA input format:
```
! wB97M-V def2-TZVPD RIJCOSX def2/J DEFGRID3
* xyz 0 1
H 2.14 0.27 1.88
H -3.55 -2.47 -0.09
H -4.65 -1.09 0.03
C 1.77 1.05 1.32
H -3.37 -0.95 -1.16
O -1.38 -1.04 0.37
H 3.23 -0.75 -0.32
C 1.70 0.72 -0.17
H 0.60 2.29 -0.51
C 3.06 0.31 -0.69
O 1.44 1.96 -0.76
H 0.95 1.57 1.76
O -1.16 1.12 -0.39
Cl 0.70 -0.49 -2.51
H -2.85 0.31 0.85
H 3.95 0.85 -0.30
C -3.65 -1.37 -0.17
Cl 1.16 -1.97 -0.16
H 3.01 0.32 -1.87
C -2.71 -0.75 0.80
C -0.77 -0.04 -0.30
H -2.85 -1.26 1.80
C 0.65 -0.38 -0.71
H 2.60 1.78 1.30
*
```

The lowest unoccupied orbital energy comes out at 0.68 eV. The HOMO-LUMO gap is 10.9208 eV. Its total energy is -38640.3896 eV.